This record from the OMol25 dataset describes a 20-piece molecular cluster, C60H180N36O32P8 overall in a non-equilibrium geometry. The level of theory is ωB97M-V/def2-TZVPD.

Geometry as XYZ:
```
316
Properties=species:S:1:pos:R:3:lowdin_charge:R:1
C 7.658 0.853 -0.972 0.0639
N 8.467 1.152 0.306 -0.3990
O 8.660 0.206 1.087 0.0259
O 8.786 2.332 0.451 0.0500
H 7.983 -0.185 -1.039 0.0859
H 8.059 1.565 -1.694 0.0952
H 6.583 1.022 -0.926 0.0858
C 3.396 5.230 4.789 0.0484
N 3.247 6.667 4.360 -0.4350
O 3.815 7.534 4.976 0.0803
O 2.481 6.887 3.416 0.0289
H 2.469 4.946 5.287 0.0971
H 4.225 5.252 5.497 0.0917
H 3.650 4.533 3.991 0.0886
C -2.892 -4.937 5.145 0.0587
N -2.424 -5.932 6.166 -0.3983
O -2.544 -7.128 5.903 0.0237
O -1.801 -5.581 7.170 0.0474
H -3.695 -4.312 5.535 0.1041
H -3.217 -5.510 4.277 0.0700
H -1.991 -4.382 4.882 0.0936
C 0.241 1.497 5.492 0.0532
N -1.184 2.005 5.462 -0.4225
O -1.340 3.194 5.404 0.0637
O -2.082 1.217 5.143 0.0335
H 0.915 2.252 5.896 0.0851
H 0.563 1.335 4.463 0.0762
H 0.252 0.534 6.003 0.0972
C -4.937 6.710 -2.843 0.0314
N -4.284 6.257 -4.079 -0.4045
O -3.227 5.601 -3.985 0.0172
O -4.811 6.547 -5.146 0.0772
H -5.345 7.720 -2.814 0.1075
H -4.287 6.437 -2.012 0.0766
H -5.876 6.189 -2.656 0.0995
C -5.118 2.323 -2.184 0.0631
N -6.106 2.883 -3.215 -0.3940
O -7.180 3.347 -2.713 0.0059
O -5.725 3.096 -4.346 0.0569
H -5.269 2.957 -1.310 0.0821
H -4.130 2.090 -2.582 0.0784
H -5.632 1.378 -2.007 0.0873
C 5.208 0.198 7.895 0.0520
N 3.923 0.570 7.296 -0.4338
O 2.993 0.970 7.993 0.0520
O 3.735 0.473 6.090 0.0315
H 5.803 1.101 8.035 0.1104
H 5.626 -0.585 7.262 0.1040
H 4.977 -0.102 8.917 0.1050
C 6.197 -0.032 3.327 0.0447
N 6.095 -1.369 2.610 -0.4222
O 5.447 -1.444 1.583 0.0502
O 6.493 -2.302 3.268 0.0573
H 5.584 0.724 2.837 0.0842
H 7.232 0.287 3.456 0.0910
H 5.746 -0.155 4.312 0.0677
C 0.871 -7.388 -2.151 0.0657
N 1.545 -6.707 -3.336 -0.4525
O 2.430 -7.244 -3.931 0.0790
O 1.134 -5.622 -3.621 0.0416
H 1.675 -7.391 -1.415 0.0896
H 0.732 -8.419 -2.478 0.1015
H -0.038 -6.869 -1.846 0.0699
C 1.724 -3.557 0.616 0.0465
N 2.921 -4.362 0.220 -0.4224
O 2.796 -5.210 -0.632 0.0462
O 3.892 -4.254 0.955 0.0591
H 1.456 -3.858 1.628 0.0778
H 0.880 -3.778 -0.038 0.0877
H 2.126 -2.550 0.721 0.0914
C -0.043 4.767 -5.130 0.0550
N 0.549 5.851 -4.274 -0.4148
O 0.808 6.938 -4.830 0.0603
O 0.887 5.480 -3.186 0.0203
H 0.709 3.986 -5.242 0.0759
H -0.502 5.149 -6.042 0.1087
H -0.733 4.469 -4.341 0.0714
C -7.022 -2.352 -4.269 0.0503
N -6.419 -2.871 -2.985 -0.3866
O -6.123 -4.091 -2.857 0.0203
O -6.261 -2.059 -2.052 0.0290
H -6.286 -1.732 -4.781 0.0899
H -7.908 -1.754 -4.057 0.0996
H -7.270 -3.181 -4.932 0.0962
O 6.547 4.172 -2.513 -0.2596
P 5.169 4.416 -2.138 0.5881
N 4.666 3.811 -0.602 -0.2771
C 5.709 3.842 0.456 -0.1038
C 3.305 3.909 0.055 -0.0975
N 4.007 3.685 -3.199 -0.2842
C 3.649 4.356 -4.461 -0.0920
C 4.346 2.331 -3.413 -0.1899
N 4.727 6.094 -2.049 -0.2833
C 5.763 7.153 -1.845 -0.1013
C 3.398 6.445 -1.480 -0.1130
H 6.103 4.843 0.634 0.0793
H 6.557 3.325 0.008 0.0370
H 5.299 3.318 1.319 0.0708
H 3.134 3.010 0.647 0.0615
H 2.525 4.008 -0.699 0.0543
H 3.253 4.844 0.612 0.0610
H 3.418 5.390 -4.205 0.0654
H 4.421 4.347 -5.231 0.0897
H 2.794 3.769 -4.796 0.0621
H 5.203 2.178 -4.069 0.0821
H 4.722 1.859 -2.505 0.0600
H 3.583 1.593 -3.662 0.0638
H 6.658 7.134 -2.467 0.0756
H 5.370 8.161 -1.976 0.0741
H 6.140 7.072 -0.825 0.0672
H 2.657 5.737 -1.853 0.0404
H 3.322 7.514 -1.677 0.0821
H 3.416 6.535 -0.394 0.0654
O -3.694 5.805 1.143 -0.2964
P -2.979 7.106 1.247 0.5945
N -2.340 7.309 2.847 -0.2979
C -2.966 6.795 4.034 -0.1385
C -1.196 8.197 3.239 -0.0978
N -3.843 8.591 1.012 -0.3196
C -3.160 9.883 1.056 -0.1143
C -5.290 8.645 1.358 -0.1032
N -1.647 7.266 0.246 -0.3127
C -1.839 7.644 -1.196 -0.0519
C -0.656 6.299 0.482 -0.1497
H -2.946 7.403 4.938 0.0822
H -2.455 5.859 4.261 0.0726
H -4.016 6.568 3.851 0.0673
H -1.622 9.077 3.722 0.0792
H -0.782 8.573 2.303 0.0542
H -0.489 7.573 3.784 0.0764
H -3.631 10.381 1.904 0.0820
H -2.089 9.733 1.193 0.0583
H -3.233 10.437 0.120 0.0774
H -5.735 7.665 1.188 0.0698
H -5.369 9.007 2.383 0.0778
H -5.885 9.244 0.669 0.0744
H -1.874 6.688 -1.718 0.0644
H -2.670 8.343 -1.275 0.0707
H -0.857 8.056 -1.429 0.0872
H -0.082 6.416 1.401 0.0786
H -0.050 6.035 -0.385 0.0760
H -1.109 5.319 0.633 0.0683
O 0.940 -4.153 4.218 -0.2896
P 1.603 -5.120 5.111 0.6014
N 1.429 -6.792 4.676 -0.2921
C 1.978 -7.230 3.396 -0.1090
C 0.133 -7.394 4.985 -0.1210
N 1.139 -5.111 6.777 -0.2945
C 0.752 -3.815 7.204 -0.1771
C 1.693 -6.061 7.742 -0.0883
N 3.248 -4.740 5.202 -0.2764
C 3.774 -3.396 5.202 -0.1264
C 4.386 -5.737 5.456 -0.0862
H 2.600 -6.365 3.164 0.0574
H 1.221 -7.208 2.613 0.0817
H 2.659 -8.080 3.407 0.0877
H -0.292 -7.446 5.988 0.0592
H 0.306 -8.386 4.569 0.0906
H -0.666 -7.014 4.348 0.0590
H 0.154 -3.813 8.115 0.0787
H 1.544 -3.115 7.469 0.0626
H 0.149 -3.274 6.474 0.0694
H 1.343 -6.001 8.773 0.0899
H 1.407 -7.079 7.475 0.0664
H 2.781 -6.063 7.670 0.0618
H 4.862 -3.339 5.238 0.0723
H 3.495 -2.965 4.241 0.0727
H 3.288 -2.743 5.927 0.0607
H 4.911 -5.408 6.353 0.0668
H 5.218 -5.692 4.753 0.0743
H 4.004 -6.753 5.551 0.0675
O -1.665 -7.084 1.707 -0.2737
P -2.818 -6.289 1.294 0.5872
N -2.777 -4.626 1.816 -0.3181
C -1.556 -3.885 1.664 -0.1258
C -3.874 -3.842 2.192 -0.1474
N -4.386 -6.876 1.547 -0.3042
C -5.593 -6.437 0.859 -0.1014
C -4.575 -7.991 2.484 -0.1142
N -2.821 -6.268 -0.430 -0.2819
C -2.524 -7.516 -1.216 -0.0923
C -2.938 -5.058 -1.289 -0.0982
H -1.341 -3.232 2.509 0.0813
H -1.753 -3.317 0.754 0.0629
H -0.689 -4.527 1.506 0.0669
H -3.540 -3.095 2.912 0.0763
H -4.571 -4.521 2.682 0.0805
H -4.203 -3.293 1.310 0.0869
H -5.226 -5.508 0.423 0.0538
H -5.897 -7.056 0.015 0.0850
H -6.474 -6.189 1.451 0.0883
H -5.341 -7.773 3.227 0.0776
H -4.749 -8.929 1.955 0.0804
H -3.737 -8.238 3.137 0.0668
H -3.246 -8.259 -0.878 0.0737
H -2.805 -7.345 -2.255 0.0772
H -1.520 -7.928 -1.115 0.0469
H -3.663 -4.340 -0.903 0.0660
H -3.183 -5.457 -2.273 0.0680
H -1.986 -4.536 -1.382 0.0489
O -8.346 1.818 3.489 -0.3250
P -6.875 1.453 3.564 0.5849
N -6.577 0.065 4.471 -0.2766
C -5.368 -0.641 4.806 -0.1579
C -7.764 -0.691 5.130 -0.0711
N -5.775 2.536 4.220 -0.3074
C -5.294 3.744 3.496 -0.0764
C -5.790 2.665 5.716 -0.0910
N -6.203 1.174 1.960 -0.3015
C -4.768 0.738 1.742 -0.0897
C -6.952 1.456 0.726 -0.1073
H -4.515 -0.096 4.401 0.0499
H -5.257 -1.576 4.258 0.0603
H -5.235 -1.022 5.819 0.0825
H -8.057 -0.166 6.039 0.0708
H -7.608 -1.738 5.392 0.0688
H -8.641 -0.701 4.484 0.0645
H -5.024 3.560 2.456 0.0672
H -6.137 4.427 3.600 0.0841
H -4.469 4.058 4.136 0.0620
H -5.498 1.736 6.205 0.0609
H -5.077 3.381 6.124 0.0765
H -6.806 2.898 6.035 0.0770
H -4.789 -0.339 1.581 0.0663
H -4.328 1.233 0.876 0.0697
H -4.200 0.870 2.663 0.0494
H -6.911 0.560 0.107 0.0783
H -6.444 2.357 0.384 0.0574
H -7.972 1.771 0.947 0.0740
O -2.928 -1.441 -7.740 -0.2916
P -1.956 -1.149 -6.680 0.5576
N -0.399 -0.477 -7.050 -0.2606
C 0.120 -0.062 -8.393 -0.0944
C 0.521 0.069 -5.994 -0.1076
N -1.801 -2.337 -5.514 -0.2823
C -0.579 -3.169 -5.429 -0.1007
C -2.984 -2.800 -4.778 -0.0985
N -2.680 0.101 -5.752 -0.2852
C -3.468 1.173 -6.368 -0.1153
C -2.389 0.290 -4.296 -0.1181
H -0.036 -0.752 -9.222 0.0734
H 1.201 0.083 -8.397 0.0713
H -0.457 0.821 -8.665 0.0752
H 0.311 1.134 -5.904 0.0734
H 1.586 -0.118 -6.128 0.0671
H 0.377 -0.314 -4.984 0.0389
H -0.136 -3.348 -6.409 0.0786
H 0.134 -2.631 -4.805 0.0389
H -0.673 -4.150 -4.963 0.0729
H -3.799 -2.083 -4.880 0.0644
H -3.368 -3.792 -5.015 0.0839
H -2.671 -2.918 -3.740 0.0649
H -4.330 1.439 -5.758 0.0579
H -2.903 2.102 -6.438 0.0638
H -3.757 1.156 -7.419 0.0793
H -1.393 -0.103 -4.093 0.0273
H -3.083 -0.180 -3.599 0.0661
H -2.289 1.373 -4.225 0.0702
O 4.801 -0.549 -4.781 -0.3169
P 5.292 -1.961 -4.896 0.7157
N 7.022 -2.131 -5.351 -0.3259
C 7.811 -2.882 -4.432 -0.1529
C 7.604 -0.992 -6.031 -0.1239
N 4.609 -2.818 -6.249 -0.2962
C 3.369 -2.337 -6.847 -0.1329
C 5.203 -3.974 -6.970 -0.1099
N 4.967 -3.099 -3.532 -0.2878
C 3.959 -4.206 -3.585 -0.0978
C 5.446 -2.839 -2.146 -0.1204
H 8.781 -3.030 -4.906 0.0859
H 7.473 -3.917 -4.370 0.0775
H 7.850 -2.353 -3.480 0.0675
H 8.267 -1.406 -6.790 0.0807
H 8.106 -0.335 -5.321 0.0801
H 6.881 -0.405 -6.598 0.0775
H 3.471 -1.303 -7.178 0.0655
H 3.157 -2.804 -7.808 0.0792
H 2.502 -2.507 -6.208 0.0644
H 4.496 -4.649 -7.451 0.0836
H 6.052 -3.720 -7.605 0.0696
H 5.759 -4.589 -6.263 0.0580
H 3.027 -3.646 -3.513 0.0654
H 4.030 -4.876 -4.443 0.0682
H 4.147 -4.788 -2.683 0.0637
H 5.925 -1.860 -2.141 0.0616
H 6.122 -3.573 -1.707 0.0854
H 4.614 -2.849 -1.442 0.0496
O -2.139 0.123 -1.341 -0.2968
P -0.646 0.290 -1.131 0.6573
N -0.146 0.343 0.549 -0.3012
C 1.102 0.875 1.118 -0.0871
C -0.891 -0.622 1.366 -0.1138
N -0.114 1.798 -1.730 -0.2868
C -0.605 3.059 -1.230 -0.1047
C 0.454 1.865 -3.054 -0.1178
N 0.337 -0.934 -1.753 -0.2927
C -0.321 -2.079 -2.233 -0.1456
C 1.823 -0.869 -1.880 -0.0552
H 1.756 0.011 0.999 0.0656
H 0.997 1.128 2.173 0.0656
H 1.390 1.680 0.442 0.0463
H -1.962 -0.535 1.182 0.0658
H -0.784 -0.545 2.448 0.0852
H -0.521 -1.559 0.948 0.0431
H -0.767 3.833 -1.980 0.0688
H -1.580 2.897 -0.770 0.0841
H 0.075 3.474 -0.486 0.0615
H -0.381 2.045 -3.732 0.0579
H 1.137 2.714 -3.040 0.0753
H 0.985 0.936 -3.263 0.0469
H -0.981 -2.430 -1.439 0.0566
H -1.069 -1.630 -2.886 0.0441
H 0.255 -2.909 -2.641 0.0904
H 2.010 -0.830 -2.953 0.0725
H 2.253 -1.763 -1.428 0.0580
H 2.200 0.019 -1.372 0.0782
```

Calculated values
Strongest force on any atom = 4.51 eV/A
Frontier orbital gap = 7.03 eV
Highest occupied orbital energy = -7.96 eV
2S+1 = 1
E = -258581.6604 eV